The following is a DFT calculation (wB97M-V/def2-TZVPD) of C49H50CrN8S3Si as an isolated structure in a non-equilibrium geometry.

```
! RIJCOSX wB97M-V def2-TZVPD def2/J DEFGRID3
* xyz 1 4
Cr -14.443 7.054 11.008
N -13.984 8.862 11.934
S -14.730 10.055 12.308
N -15.639 10.755 11.102
S -17.189 10.801 10.895
N -18.007 9.516 11.106
S -17.714 8.063 10.500
N -16.354 7.541 10.613
C -18.388 8.131 8.810
C -19.744 7.758 8.472
C -20.091 7.625 7.166
C -19.101 8.072 6.219
C -17.805 8.286 6.485
C -17.380 8.386 7.808
C -18.955 7.133 11.463
C -18.569 5.924 11.935
C -19.434 5.202 12.776
C -20.692 5.680 13.056
C -21.048 6.936 12.586
C -20.212 7.628 11.730
C -17.375 11.435 9.127
C -18.600 11.375 8.538
C -18.757 11.874 7.235
C -17.595 12.461 6.619
C -16.409 12.465 7.315
C -16.288 12.041 8.628
C -18.015 12.083 11.956
C -17.460 13.303 12.138
C -18.022 14.134 13.100
C -18.969 13.689 13.975
C -19.490 12.415 13.846
C -19.005 11.554 12.813
C -15.809 9.974 13.819
C -16.483 8.781 13.895
C -17.421 8.565 14.906
C -17.491 9.527 15.914
C -16.778 10.704 15.854
C -15.953 11.000 14.743
C -13.680 11.409 12.634
C -12.896 11.234 13.815
C -12.048 12.270 14.232
C -12.025 13.423 13.421
C -12.768 13.584 12.268
C -13.660 12.535 11.890
H -20.565 7.487 9.101
H -21.067 7.440 6.711
H -19.629 8.056 5.216
H -17.123 8.433 5.661
H -16.313 8.632 8.172
H -17.527 5.582 11.750
H -19.143 4.282 13.290
H -21.235 5.059 13.721
H -22.015 7.398 12.883
H -20.473 8.606 11.446
H -19.483 10.873 9.077
H -19.825 11.866 6.789
H -17.679 12.949 5.602
H -15.594 12.871 6.765
H -15.259 11.985 9.109
H -16.652 13.730 11.490
H -17.571 15.097 13.230
H -19.448 14.374 14.705
H -20.173 12.033 14.521
H -19.350 10.562 12.683
H -16.299 8.061 13.136
H -18.032 7.669 15.135
H -18.152 9.320 16.768
H -16.981 11.422 16.607
H -15.408 11.956 14.801
H -13.068 10.298 14.284
H -11.609 12.215 15.214
H -11.493 14.233 13.810
H -12.675 14.403 11.548
H -14.392 12.652 11.136
C -15.389 5.418 7.866
C -15.482 4.605 9.120
C -15.966 3.320 9.273
C -16.040 2.760 10.569
C -15.598 3.475 11.682
C -15.059 4.730 11.435
N -14.946 5.214 10.177
N -14.837 5.659 12.377
Si -13.993 5.236 13.865
C -12.481 4.064 13.752
C -13.567 6.878 14.552
C -15.101 4.304 15.035
H -15.862 4.929 7.035
H -14.330 5.586 7.590
H -15.967 6.281 8.034
H -16.369 2.813 8.390
H -16.680 1.920 10.775
H -15.811 3.187 12.684
H -11.919 4.009 12.752
H -12.546 3.047 13.945
H -11.784 4.433 14.469
H -13.017 7.588 13.781
H -12.930 6.851 15.410
H -14.505 7.361 14.841
H -14.571 4.015 15.969
H -15.381 3.348 14.576
H -16.084 4.763 15.333
N -11.338 6.171 11.240
C -12.419 6.545 11.144
C -11.740 10.965 9.376
C -11.797 9.702 8.488
C -12.940 8.816 8.840
N -13.911 8.255 9.085
H -10.857 11.551 9.093
H -11.657 10.625 10.390
H -12.640 11.595 9.282
H -10.967 8.999 8.531
H -12.120 10.086 7.442
*
```

Computed properties:
**Kohn-Sham gap (alpha / beta)**: 0.260 / 0.266 Eh
**HOMO (alpha / beta)**: -9.48 / -9.63 eV
**⟨S²⟩**: 3.78
**Max |F|**: 5.2 eV/A
**Lowest unoccupied orbital energy (alpha / beta)**: -2.41 / -2.41 eV